Molecular formula: C30H38MnN5O3PS3
Method: DFT, the ωB97M-V functional and the def2-TZVPD basis

## Properties
Spin multiplicity = 6
Gap between HOMO and LUMO (spin up / spin down) = 7.58 / 7.56 eV
Energy relative to the best compared isomer or geometry (same formula, charge and spin) = 6.77 kcal per mole
<S²> = 8.75

Last column: Löwdin spin population.
Atoms and positions in Å:
Mn: 1.2035 0.3977 0.5113  4.7147
S: -1.0725 1.9919 -1.8690  0.0023
S: -1.0486 -1.3360 1.2024  0.0228
S: -1.3279 -2.5710 -2.0571  0.0008
P: -2.1637 -2.1821 -0.2726  0.0065
O: 1.8823 2.0311 -0.8726  0.0390
O: -0.1380 1.6137 1.9445  0.0320
O: -1.0109 1.1259 -0.6195  0.0213
N: 3.4679 0.7078 0.7491  0.0294
N: 4.0626 1.4149 -0.2592  0.0025
N: 1.5220 -1.3359 -0.8622  0.0333
N: 1.6989 -2.6152 -0.2291  0.0054
N: 2.0049 -0.4323 2.5405  0.0304
C: -4.5348 -1.6838 -1.6049  0.0001
C: -3.4421 -5.2906 2.1140  0.0000
C: -1.1524 3.9285 2.0943  0.0012
C: 3.1288 4.5515 -3.8742  0.0000
C: 3.3695 -0.3641 2.7625  0.0047
C: -3.9704 -5.8994 -0.1811  0.0001
C: 3.0779 -1.1337 4.9956  0.0022
C: -2.8010 -3.7958 0.3009  0.0016
C: 3.6414 2.9516 -2.1310  0.0012
C: -5.7011 -0.0411 0.3498  0.0001
C: -2.9100 -4.0884 1.6963  0.0007
C: -4.0105 -6.1643 1.1830  0.0000
C: 0.0501 3.0234 1.7126  0.0031
C: -3.3258 -4.7222 -0.6046  0.0002
C: -6.3958 -0.3966 -0.7978  0.0000
C: -2.6718 1.6419 -2.4626  0.0012
C: 4.2430 0.1871 1.6559  0.0150
C: 2.7328 3.7854 -2.7949  0.0003
C: 5.3406 3.6725 -3.6501  0.0001
C: 1.7021 -1.1500 4.7885  0.0017
C: -4.3687 -0.5051 0.5025  0.0002
C: 5.7155 0.4248 1.6954  0.0026
C: 3.9215 -0.7706 3.9593  0.0015
C: 3.1488 2.0858 -0.9867  0.0033
C: 1.2292 -0.7983 3.5659  0.0050
C: 4.4356 4.4823 -4.3157  0.0000
C: 4.9467 2.9540 -2.5559  0.0002
C: -3.7713 -1.3050 -0.4758  0.0006
C: -5.8191 -1.2323 -1.7613  0.0001
C: -0.0746 1.0880 -3.0302  0.0003
H: -4.4896 -7.1027 1.5367  0.0000
H: -3.5374 -5.6738 3.1433  0.0000
H: 0.2447 3.1386 0.6412  0.0005
H: -3.3175 2.0814 -1.7035  0.0000
H: 1.7138 3.7989 -2.4503  0.0001
H: 0.6616 -1.4310 -1.4126  0.0027
H: -1.4558 3.7307 3.1268  0.0001
H: 3.5206 -1.3977 5.9381  0.0001
H: -4.5404 -6.4919 -0.9314  0.0000
H: 5.6487 2.3327 -1.9777  0.0001
H: 2.4135 5.2328 -4.3472  0.0000
H: -2.8717 0.5789 -2.3304  0.0000
H: -3.7339 -0.2483 1.3603  0.0002
H: -6.1269 0.4695 1.2374  0.0000
H: -4.1407 -2.3260 -2.3878  0.0000
H: 0.9186 1.2342 -2.6929  0.0001
H: 2.3164 -1.1747 -1.4860  0.0027
H: -2.8299 2.0915 -3.4242  0.0003
H: -2.0026 3.7661 1.4624  0.0001
H: 0.9283 3.4717 2.2023  0.0001
H: 0.1509 -0.7812 3.4537  0.0003
H: -3.2786 -4.5858 -1.6866  0.0000
H: -0.8861 4.9686 1.9597  0.0002
H: 6.0161 1.1092 2.4564  0.0006
H: -6.4765 -1.4892 -2.6332  0.0000
H: 6.3542 -0.4645 1.8171  0.0006
H: -2.5146 -3.3963 2.4225  0.0005
H: 1.1604 -3.3043 -0.7957  0.0008
H: 1.2688 -2.5590 0.7085  0.0007
H: -0.3873 0.0398 -2.9379  0.0001
H: -0.2799 1.4444 -4.0529  -0.0001
H: -0.8963 1.3019 1.4496  0.0009
H: 4.7233 5.0176 -5.1998  0.0000
H: 0.9942 -1.3175 5.5811  0.0002
H: 6.0024 0.9031 0.7810  0.0002
H: 5.0364 -0.6322 4.0363  0.0002
H: 6.3383 3.5490 -4.0540  0.0000
H: -7.4604 -0.1307 -0.8666  0.0000